{
  "formula": "C20H38HgO38PS8",
  "method": "ωB97M-V/def2-TZVPD",
  "symbols": ["Hg", "P", "O", "O", "O", "O", "C", "C", "O", "S", "O", "O", "O", "H", "H", "H", "H", "C", "C", "O", "S", "O", "O", "O", "H", "H", "H", "H", "C", "C", "O", "S", "O", "O", "O", "H", "H", "H", "H", "C", "C", "O", "S", "O", "O", "O", "H", "H", "H", "H", "C", "C", "O", "S", "O", "O", "O", "H", "H", "H", "H", "C", "C", "O", "S", "O", "O", "O", "H", "H", "H", "H", "C", "C", "O", "S", "O", "O", "O", "H", "H", "H", "H", "C", "C", "O", "S", "O", "O", "O", "H", "H", "H", "H", "O", "C", "O", "C", "C", "C", "H", "H", "H", "H", "H", "H"],
  "coordinates": [[1.755, -38.616, 21.042], [3.724, -38.328, 22.566], [3.853, -39.076, 21.216], [4.979, -38.256, 23.488], [2.488, -38.955, 23.165], [3.030, -37.105, 21.918], [0.452, -36.049, 23.647], [1.404, -36.386, 24.797], [0.717, -36.111, 25.999], [-0.757, -35.409, 25.666], [-0.812, -34.091, 26.371], [-1.927, -36.296, 25.770], [-0.545, -35.209, 24.065], [0.065, -37.001, 23.282], [0.984, -35.548, 22.839], [2.363, -35.905, 24.604], [1.678, -37.441, 24.780], [8.465, -38.299, 24.124], [8.942, -38.999, 22.823], [9.860, -38.140, 22.354], [10.763, -37.564, 23.657], [11.384, -36.262, 23.447], [11.568, -38.678, 24.156], [9.407, -37.468, 24.608], [8.197, -38.887, 25.001], [7.521, -37.810, 23.883], [8.233, -38.948, 21.997], [9.454, -39.945, 23.000], [5.620, -40.061, 19.024], [6.182, -41.481, 18.563], [7.203, -41.142, 17.638], [7.919, -39.664, 18.087], [8.403, -38.988, 16.884], [8.905, -39.803, 19.231], [6.483, -39.044, 18.616], [5.516, -39.976, 20.106], [4.647, -39.817, 18.596], [5.368, -42.013, 18.071], [6.355, -42.089, 19.451], [-0.554, -40.785, 23.753], [-1.132, -39.867, 24.900], [-1.689, -40.791, 25.845], [-2.069, -42.252, 25.203], [-3.471, -42.326, 24.819], [-1.679, -43.393, 26.046], [-1.034, -42.107, 23.880], [0.532, -40.766, 23.661], [-0.955, -40.497, 22.780], [-1.842, -39.129, 24.525], [-0.229, -39.408, 25.303], [4.801, -34.324, 23.690], [5.984, -34.874, 24.446], [6.622, -33.685, 24.866], [5.530, -32.563, 25.338], [5.812, -31.264, 24.696], [5.333, -32.607, 26.824], [4.280, -33.267, 24.500], [4.036, -35.087, 23.552], [4.976, -33.719, 22.801], [6.676, -35.411, 23.797], [5.655, -35.485, 25.286], [4.757, -35.998, 19.211], [5.752, -36.205, 20.283], [6.802, -35.324, 19.896], [6.276, -34.049, 18.953], [7.466, -33.548, 18.174], [5.495, -33.006, 19.669], [5.317, -35.076, 18.226], [3.908, -35.592, 19.760], [4.367, -36.927, 18.795], [6.055, -37.235, 20.469], [5.407, -35.803, 21.235], [6.170, -41.470, 23.762], [5.581, -42.718, 24.345], [6.348, -43.833, 23.991], [7.353, -43.479, 22.693], [6.640, -43.696, 21.413], [8.671, -44.099, 22.896], [7.390, -41.798, 23.180], [6.427, -40.756, 24.545], [5.599, -40.813, 23.106], [4.637, -42.889, 23.828], [5.334, -42.515, 25.387], [5.248, -38.645, 26.673], [4.024, -39.389, 26.093], [3.438, -40.097, 27.120], [3.656, -39.421, 28.610], [4.343, -40.374, 29.493], [2.383, -38.803, 29.013], [4.633, -38.268, 27.914], [5.715, -37.824, 26.128], [6.004, -39.396, 26.901], [4.312, -40.050, 25.275], [3.315, -38.618, 25.791], [0.991, -40.899, 20.451], [1.619, -41.788, 21.037], [1.063, -42.927, 21.491], [2.019, -43.863, 21.838], [3.289, -43.305, 21.225], [3.044, -41.807, 21.339], [1.846, -44.899, 21.549], [1.958, -43.867, 22.926], [3.312, -43.674, 20.199], [4.192, -43.599, 21.761], [3.511, -41.223, 20.546], [3.349, -41.507, 22.342]],
  "lowdin_spin": [-0.011, -0.019, 0.456, 0.018, 0.108, 0.446, 0.001, 0.000, 0.000, 0.000, 0.000, 0.000, 0.000, 0.000, 0.001, 0.000, -0.001, 0.000, 0.000, 0.000, 0.000, 0.000, 0.000, 0.000, 0.000, 0.000, 0.000, 0.000, 0.000, 0.000, 0.000, 0.000, 0.000, 0.000, 0.001, 0.000, 0.000, 0.000, 0.000, 0.000, 0.000, 0.000, 0.000, 0.000, 0.000, 0.000, 0.000, 0.000, 0.000, 0.000, 0.000, 0.000, 0.000, 0.000, 0.000, 0.000, 0.000, 0.000, 0.000, 0.000, 0.000, -0.001, -0.001, 0.000, 0.000, 0.000, 0.000, 0.000, -0.001, -0.001, -0.001, -0.001, 0.000, 0.000, 0.000, 0.000, 0.000, 0.000, 0.000, 0.000, 0.000, 0.000, 0.000, 0.000, 0.000, 0.000, 0.000, 0.000, 0.000, 0.000, 0.000, 0.000, 0.000, 0.000, -0.003, 0.000, 0.000, 0.000, 0.001, 0.004, 0.000, 0.000, 0.000, 0.000, 0.002, 0.000],
  "homo_lumo_gap_ev": [6.08, 5.19],
  "e_homo_ha": [-0.4140, -0.4140],
  "largest_force_ha_per_bohr": 0.1378,
  "e_tot_ha": -7323.7590,
  "spin_multiplicity": 2
}